(1)
Here is a cluster of 4 separate species, C32H40F5N6O7 in total from the Open Molecules 2025 dataset. Energies are from the ωB97M-V functional and the def2-TZVPD basis.

## Properties
E_HOMO = -11.911 eV
E_LUMO = -0.1010 hartree

Geometry as ORCA input:
```
! wB97M-V def2-TZVPD RIJCOSX def2/J DEFGRID3
* xyz 1 1
C -2.24241 -3.74032 4.22097
C -0.82230 -3.39132 3.80200
O -0.79247 -2.59369 2.62282
C -0.60731 -3.35216 1.43929
C 0.86563 -3.67459 1.16718
C 1.49639 -2.63383 0.25169
C 1.54871 -1.29320 0.97316
C 2.02922 -0.13951 0.09231
N 0.95345 0.31661 -0.80242
C -0.12087 0.90708 -0.37754
N -0.34587 1.23369 0.90910
C -1.83278 1.16628 1.08217
C -2.30119 1.66308 2.42531
C -1.98895 0.65695 3.54278
F -1.68172 2.87014 2.68088
C -2.16502 1.94353 -0.17140
N -1.19828 1.33563 -1.15570
C -1.76743 0.46404 -2.14644
F -2.66522 -0.39810 -1.58856
F -0.78994 -0.29300 -2.70612
C -2.46261 1.25402 -3.30050
F -2.60868 2.55499 -2.94303
F -3.68402 0.72092 -3.56889
H -2.23244 -3.97235 5.28329
H -2.62822 -4.59536 3.67576
H -2.90911 -2.89489 4.07688
H -0.31559 -2.84883 4.59233
H -0.27750 -4.32209 3.64726
H -1.18369 -4.27711 1.50458
H -1.04042 -2.78566 0.61461
H 1.38457 -3.65756 2.12343
H 0.96222 -4.66462 0.73209
H 0.91785 -2.55127 -0.66606
H 2.51037 -2.92971 -0.01195
H 2.19037 -1.35825 1.84895
H 0.54328 -1.08920 1.34326
H 2.85394 -0.46941 -0.52695
H 2.34533 0.69980 0.70645
H 1.06178 0.13021 -1.78316
H 0.23714 0.81843 1.62068
H -2.09993 0.11639 0.96655
H -3.37939 1.80220 2.38409
H -2.89342 0.19658 3.92350
H -1.35220 -0.16356 3.21077
H -1.47634 1.15635 4.35713
H -3.19520 1.96357 -0.49500
H -1.80261 2.95901 -0.04154
H -1.83619 1.19159 -4.19296
C -0.78641 5.03806 -4.05828
C -0.32069 4.45280 -5.22823
C 0.11265 5.24353 -6.27935
C 0.07318 6.61639 -6.13516
C -0.38951 7.22054 -4.98216
C -0.82263 6.42047 -3.93684
N 0.54770 7.46142 -7.24489
O 0.92743 6.90035 -8.24825
O 0.52785 8.65937 -7.08075
H -1.11760 4.41760 -3.23970
H -0.29146 3.37508 -5.32534
H 0.47563 4.79846 -7.19338
H -0.41250 8.29650 -4.89833
H -1.18791 6.87751 -3.02798
C 0.12056 -2.16138 -7.64927
C 0.05882 -1.34055 -6.52986
C 0.82401 -1.63862 -5.41601
C 1.63916 -2.75070 -5.44061
C 1.71206 -3.58456 -6.53899
C 0.94236 -3.28136 -7.65113
N 2.45688 -3.03407 -4.25257
O 2.34848 -2.27631 -3.30108
O 3.18869 -3.99018 -4.28065
H -0.47312 -1.92799 -8.52249
H -0.58408 -0.47084 -6.52982
H 0.78894 -1.01877 -4.53501
H 2.35600 -4.45112 -6.53340
H 0.98633 -3.91926 -8.52208
C 2.13326 0.57056 9.32226
C 1.08045 -0.21390 9.77361
C 0.72101 -1.35905 9.08244
C 1.42936 -1.69826 7.94483
C 2.47876 -0.92942 7.47675
C 2.82928 0.21427 8.17455
N 1.06168 -2.92158 7.21810
O 0.12826 -3.56859 7.63748
O 1.70692 -3.21262 6.23094
H 2.41485 1.46041 9.86879
H 0.54079 0.06381 10.66780
H -0.09468 -1.97619 9.42724
H 3.01823 -1.21849 6.58770
H 3.65007 0.82524 7.82613
*
```

=====

(2)
Here is a structure of composition C32H41BrMnN4OSSb from the Open Molecules 2025 dataset. Energies are from the ωB97M-V functional and the def2-TZVPD basis.

## Properties
E_HOMO (alpha / beta) = -12.850 / -13.082 eV
E_LUMO (alpha / beta) = -0.2685 / -0.2293 hartree
energy above the lowest of the compared OMol25 structures with the same formula, charge and spin = 0.000 eV

Geometry as ORCA input:
```
! wB97M-V def2-TZVPD RIJCOSX def2/J DEFGRID3
* xyz 2 5
Mn 1.27181 -0.50394 0.04726
Br -1.36630 -4.29367 -5.74106
C -0.64871 -3.10900 -4.45109
C 0.07319 -1.98558 -4.87051
C 0.59284 -1.11075 -3.94571
C 0.42173 -1.32301 -2.56722
O 0.94765 -0.47502 -1.71436
C -0.30730 -2.47418 -2.14330
C -0.49568 -2.79980 -0.76381
N -0.09316 -2.07822 0.23067
C -0.24823 -2.47300 1.57556
C -1.09421 -3.45016 2.04736
C -1.15223 -3.74824 3.41931
C -0.38480 -3.06356 4.31949
C 0.47704 -2.03484 3.87976
C 1.27521 -1.26972 4.75887
C 2.09232 -0.29518 4.25281
C 2.11046 -0.06675 2.87475
N 1.36120 -0.74134 2.01774
C 0.54369 -1.73685 2.50147
C -0.83150 -3.34836 -3.11499
H 0.22121 -1.80923 -5.92757
H 1.14534 -0.23485 -4.26065
H -0.99359 -3.75240 -0.57514
H -1.74380 -3.99105 1.37189
H -1.81928 -4.52930 3.75757
H -0.43436 -3.29392 5.37570
H 1.23621 -1.46095 5.82390
H 2.72092 0.30546 4.89425
H 2.76287 0.68960 2.45416
H -1.39176 -4.22251 -2.80408
S 3.82795 -0.02378 -0.73084
C 3.69932 -1.65675 -1.03744
N 4.46532 -2.27642 -1.98660
C 4.36711 -3.59590 -2.24793
C 3.47906 -4.35306 -1.54468
C 2.70654 -3.69002 -0.57988
N 2.79859 -2.39712 -0.34219
H 5.12501 -1.70052 -2.49344
H 5.00880 -3.99978 -3.01862
H 3.38400 -5.41503 -1.70588
H 1.99660 -4.24139 0.02873
C -2.52259 3.39316 -1.91094
C -1.60333 2.18565 -1.98330
C -2.36285 0.93575 -2.40848
C -0.40826 2.44646 -2.89159
Sb -0.74542 1.75353 0.05954
C -2.39064 1.40290 1.58345
C -2.91889 0.01453 1.24869
C -3.45238 2.47661 1.42991
C -1.76654 1.41533 2.97050
C 0.62776 3.47376 0.62118
C 0.68382 3.55282 2.13937
C 0.13677 4.78695 0.03620
C 1.98185 3.08307 0.04998
H -2.84897 3.64165 -2.92588
H -2.02229 4.27237 -1.50384
H -3.41642 3.19319 -1.32187
H -2.70630 1.06161 -3.43985
H -3.24601 0.77073 -1.78878
H -1.73781 0.04234 -2.37675
H -0.74670 2.44413 -3.93222
H 0.36098 1.67943 -2.78920
H 0.03970 3.42094 -2.69927
H -3.36193 -0.02599 0.25207
H -3.69649 -0.25894 1.96881
H -2.12788 -0.73574 1.31307
H -4.00006 2.37297 0.49357
H -3.03182 3.48237 1.48293
H -4.17752 2.38263 2.24501
H -0.86702 0.79483 3.02366
H -2.49005 1.00368 3.68135
H -1.52431 2.42334 3.30078
H -0.25915 3.90617 2.55514
H 1.45679 4.27186 2.42891
H 0.93424 2.59205 2.59571
H -0.85511 5.05381 0.40338
H 0.11872 4.77428 -1.05260
H 0.82251 5.58554 0.33816
H 2.25964 2.07164 0.35135
H 2.75638 3.75778 0.42815
H 2.00048 3.13091 -1.04054
*
```

=====

(3)
Here is a structure of composition C32H41N7NaO5PSSi from the Open Molecules 2025 dataset. Energies are from the ωB97M-V functional and the def2-TZVPD basis.

## Properties
E_HOMO (alpha / beta) = 0.580 / 0.586 eV
E_LUMO (alpha / beta) = 0.1161 / 0.1161 hartree
energy above the lowest of the compared OMol25 structures with the same formula, charge and spin = 1.017 eV

Geometry as ORCA input:
```
! wB97M-V def2-TZVPD RIJCOSX def2/J DEFGRID3
* xyz -2 1
Na -4.03817 -24.73702 4.10574
C -1.54126 -27.59977 4.34346
N -1.73711 -26.18645 4.52122
C -0.64294 -25.42203 4.43705
C -0.70118 -23.97321 4.36222
C 0.41185 -23.07002 4.34758
C -0.08029 -21.83020 4.13954
C -1.48349 -21.99196 3.98347
N -1.88174 -23.28149 4.19395
C -1.30162 -28.24284 5.68526
C -0.11688 -28.91637 5.90833
C 0.01791 -29.62885 7.09392
C -0.82355 -29.45189 8.17822
C -2.00052 -28.72659 7.94500
C -2.22701 -28.14059 6.71919
H -0.79270 -27.80035 3.55217
H -2.55865 -28.04058 4.14614
H 0.37459 -25.87034 4.56542
H 1.52431 -23.35164 4.41922
H 0.50682 -20.92409 4.08141
H -2.23502 -21.18972 3.99675
H 0.63400 -29.10037 5.12897
H 0.79060 -30.32218 7.16385
H -0.65166 -29.91843 9.12092
H -2.81146 -28.56717 8.72241
H -3.14467 -27.55033 6.61658
C -5.51657 -23.81743 9.03779
P -4.72567 -22.99530 7.76039
C -5.52806 -21.41585 7.60309
C -2.99403 -22.78814 8.39865
O -4.78064 -23.61187 6.39626
H -5.29413 -23.34368 9.98320
H -5.16337 -24.83061 9.12836
H -6.62405 -23.91245 8.90863
H -6.52728 -21.70463 7.27029
H -5.00850 -20.89770 6.83267
H -5.55914 -20.93443 8.55592
H -2.73032 -23.92064 8.41081
H -2.85234 -22.35103 9.45029
H -2.34219 -22.19075 7.75932
N -7.10325 -24.84996 6.28685
C -7.61845 -25.89088 6.03850
H -6.25263 -24.38215 6.06256
C -5.21425 -27.49112 0.69915
C -5.70155 -27.19430 2.16218
N -6.89839 -27.70569 2.55513
O -4.99698 -26.40339 2.83611
H -5.70240 -28.44424 0.48903
H -4.10496 -27.52305 0.75293
H -5.43783 -26.57491 0.03634
H -7.36813 -28.33785 1.88351
H -7.14583 -27.68735 3.57184
O -8.19534 -16.77537 3.65664
S -9.63371 -16.89577 3.36168
O -10.52576 -17.45810 4.40288
O -10.22049 -15.89311 2.55375
C -9.79360 -18.50660 2.58401
N -10.88220 -18.81865 1.88738
C -10.89968 -20.04904 1.34665
C -9.91432 -20.99696 1.53668
C -8.77145 -20.49516 2.20670
N -8.69458 -19.26994 2.71972
C -7.59966 -21.37005 2.48754
C -6.50889 -20.82421 3.14747
C -5.42840 -21.70549 3.54845
N -5.35341 -22.96288 3.14118
C -6.33148 -23.42929 2.29864
C -7.41818 -22.67852 1.92427
H -11.74320 -20.14587 0.64952
H -9.90786 -21.95437 1.00727
H -6.47197 -19.81550 3.57542
H -4.61858 -21.39375 4.20220
H -6.33641 -24.46033 1.96279
H -8.14870 -23.03307 1.22668
C -9.88696 -29.99564 4.63699
Si -8.63132 -30.09704 5.94702
C -9.32895 -30.63686 7.57947
C -6.80277 -30.75890 5.68024
C -8.25044 -28.36626 5.97046
C -7.91397 -27.18986 5.88491
H -10.43810 -30.97042 4.55203
H -9.30960 -29.77744 3.72692
H -10.54412 -29.11531 4.76519
H -8.53306 -30.41386 8.31479
H -9.71403 -31.64669 7.70165
H -10.13534 -29.95507 7.85606
H -6.79951 -31.86093 5.78467
H -6.23182 -30.23120 6.48548
H -6.42274 -30.46571 4.69031
*
```

=====

(4)
Here is a structure of composition C32H42AsBr2CuN6O3Si3 from the Open Molecules 2025 dataset. Energies are from the ωB97M-V functional and the def2-TZVPD basis.

## Properties
E_HOMO (alpha / beta) = -10.899 / -10.899 eV
E_LUMO (alpha / beta) = -0.0929 / -0.1398 hartree
energy above the lowest of the compared OMol25 structures with the same formula, charge and spin = 0.198 eV

Geometry as ORCA input:
```
! wB97M-V def2-TZVPD RIJCOSX def2/J DEFGRID3
* xyz 1 2
Cu -0.57487 0.31229 -0.96198
C 0.92775 -2.87534 0.94338
O 0.63013 -1.50061 0.70473
C 0.99981 -0.59658 1.67569
C 1.82179 0.44690 1.29392
C 2.11714 1.44860 2.20648
Br 3.20567 2.89367 1.66685
C 1.59538 1.41728 3.48242
C 0.75434 0.37205 3.86448
C 0.47464 -0.65576 2.96566
O -0.31272 -1.73327 3.28051
C 0.16514 0.41625 5.21214
N 0.73792 0.96076 6.23990
C -0.17985 0.84403 7.27755
C -0.08195 1.26938 8.60147
C -1.16754 1.05029 9.42384
C -2.33036 0.41900 8.95259
C -2.43847 -0.01996 7.64742
C -1.33772 0.20351 6.82852
N -1.08583 -0.10932 5.49778
H 1.55244 -2.97661 1.82883
H 1.45241 -3.25738 0.07168
H -0.75805 -3.50576 2.00763
H 2.21564 0.46092 0.28541
H 1.81410 2.19458 4.20123
H -0.39846 -1.79363 4.24331
H 0.81618 1.75464 8.95805
H -1.12787 1.36888 10.45662
H -3.15901 0.26891 9.63145
H -3.33231 -0.51418 7.29010
H -1.80215 -0.28400 4.81119
O -3.38901 1.91485 4.20813
C -2.76085 1.63813 3.05801
C -1.74083 2.42188 2.52136
C -1.15592 2.01273 1.34607
N -1.51453 0.89635 0.68970
C -2.50168 0.17170 1.21385
Br -3.00156 -1.36690 0.24577
C -3.15553 0.48492 2.38392
H -3.05173 2.72510 4.61090
H -1.40312 3.32518 3.01220
H -0.35263 2.58608 0.90250
H -3.96172 -0.12769 2.76062
C -2.39905 -1.32209 -4.07758
Si -1.33900 0.09195 -4.66313
C -2.31602 1.68278 -4.64763
C -0.58836 -0.23783 -6.33791
As 0.38914 0.34549 -3.05475
Si 1.37465 2.47119 -3.38173
C 0.26332 3.70533 -2.52529
C 1.52190 2.83017 -5.20666
C 3.05647 2.45245 -2.57358
Si 2.04192 -1.28727 -3.50106
C 1.11052 -2.88214 -3.74085
C 3.01477 -0.79543 -5.01285
C 3.14723 -1.36621 -1.99784
H -3.22403 -1.48210 -4.77708
H -2.83252 -1.09775 -3.10016
H -1.85347 -2.26314 -3.99762
H -3.17620 1.58367 -5.31498
H -1.73214 2.54010 -4.98577
H -2.69681 1.90068 -3.64745
H -1.38282 -0.30572 -7.08570
H -0.04039 -1.18147 -6.35701
H 0.09060 0.55955 -6.64417
H -0.76166 3.66004 -2.89659
H 0.63475 4.72142 -2.67990
H 0.24370 3.51827 -1.44873
H 0.54834 2.87210 -5.69750
H 2.12778 2.07775 -5.71466
H 2.00632 3.79948 -5.35083
H 2.99309 2.21897 -1.50860
H 3.51056 3.44295 -2.66468
H 3.73350 1.73648 -3.04210
H 0.54553 -2.88432 -4.67505
H 0.39933 -3.02651 -2.92485
H 1.78815 -3.73845 -3.75315
H 2.37452 -0.67343 -5.88779
H 3.74459 -1.57674 -5.24149
H 3.56544 0.13366 -4.85657
H 2.57004 -1.54991 -1.09044
H 3.70977 -0.44081 -1.85870
H 3.86544 -2.18219 -2.11416
N -0.28553 -3.64529 1.12475
C -0.95622 -4.17048 0.12600
C -0.61683 -4.73517 -1.04657
C -1.57280 -4.82164 -2.10944
N -2.32281 -4.84073 -2.98024
C 0.71434 -5.22693 -1.25823
N 1.80671 -5.57264 -1.36156
*
```

=====

(5)
Here is a structure of composition C32H42CdFN6O6PSi from the Open Molecules 2025 dataset. Energies are from the ωB97M-V functional and the def2-TZVPD basis.

## Properties
E_HOMO = -7.420 eV
E_LUMO = -0.0340 hartree
energy above the lowest of the compared OMol25 structures with the same formula, charge and spin = 0.978 eV

Geometry as ORCA input:
```
! wB97M-V def2-TZVPD RIJCOSX def2/J DEFGRID3
* xyz 0 1
Cd -0.06422 0.73550 -0.24043
C 5.24068 1.58870 2.14727
C 4.41658 0.91990 1.03957
C 5.34688 0.51110 -0.09853
C 3.29988 1.84940 0.61817
C 2.29538 2.13130 1.54327
C 1.31918 3.07590 1.27687
C 1.29898 3.75650 0.05857
C 0.27368 4.82200 -0.18593
C 2.26958 3.43700 -0.88143
C 3.25618 2.50170 -0.60583
H 6.05628 0.93960 2.45767
H 4.62918 1.80610 3.01767
H 5.66488 2.52390 1.78967
H 3.95478 0.01560 1.45607
H 5.90278 1.36830 -0.47093
H 4.78728 0.07420 -0.92263
H 6.06638 -0.22380 0.25657
H 2.29998 1.62990 2.50027
H 0.59528 3.33260 2.03887
H -0.72702 4.39080 -0.15553
H 0.42288 5.29550 -1.15313
H 0.32828 5.58520 0.59077
H 2.27888 3.95050 -1.83303
H 4.00688 2.31190 -1.35743
C -4.15082 -0.77680 0.49867
Si -2.61882 -1.37930 -0.49213
C -3.19612 -2.69550 -1.77183
C -1.48202 -2.36030 0.69897
N -1.73952 -0.07230 -1.21943
C -2.35432 0.79190 -2.07163
C -3.64642 0.58220 -2.59383
C -4.27242 1.48540 -3.42023
C -3.64712 2.66330 -3.80133
C -2.35512 2.89270 -3.35833
C -1.74782 1.97310 -2.53273
F -0.43422 2.25600 -2.13843
H -4.52742 -1.55870 1.15357
H -4.97012 -0.48180 -0.14963
H -3.90582 0.08760 1.10907
H -3.08622 -3.69800 -1.37153
H -2.63012 -2.64340 -2.69723
H -4.24422 -2.57950 -2.02333
H -1.17302 -3.30220 0.25867
H -2.01782 -2.60110 1.61067
H -0.58652 -1.81650 0.98657
H -4.15702 -0.32580 -2.33063
H -5.26972 1.26450 -3.77203
H -4.15062 3.37720 -4.43493
H -1.81032 3.77790 -3.65003
O -1.42802 1.67070 1.24617
C -1.02622 0.81710 2.06027
O 0.00698 0.13500 1.89377
C -1.87532 0.55510 3.27637
C -2.90832 1.43240 3.58337
C -3.76852 1.14070 4.63277
C -3.63132 -0.02440 5.37207
C -2.58332 -0.87820 5.06257
C -1.69572 -0.59840 4.02967
N -2.43792 -2.10520 5.82367
O -3.22092 -2.29730 6.72497
O -1.54662 -2.85840 5.50277
N -4.84472 2.06050 4.95087
O -5.65662 1.70080 5.77117
O -4.85412 3.12410 4.37617
H -3.04432 2.32990 2.99707
H -4.32802 -0.26440 6.16267
H -0.88402 -1.27630 3.80997
C 2.02378 -3.05380 -3.98053
N 3.15698 -2.29090 -3.48093
C 3.81428 -3.05160 -2.42933
N 2.91338 -3.43440 -1.35493
C 1.77628 -4.15260 -1.90743
N 1.08008 -3.40100 -2.93653
C 0.41228 -2.23040 -2.41053
P 1.56878 -1.00840 -1.57943
C 2.76558 -0.97430 -3.03593
C 2.48658 -2.29710 -0.57083
H 2.39588 -3.97770 -4.43433
H 1.50488 -2.47350 -4.74653
H 4.63358 -2.45490 -2.01823
H 4.23518 -3.96170 -2.87123
H 1.08378 -4.39670 -1.09863
H 2.14268 -5.08240 -2.35053
H -0.34532 -2.54420 -1.69233
H -0.09622 -1.71290 -3.23293
H 3.66528 -0.41100 -2.77063
H 2.26958 -0.45930 -3.86563
H 1.82898 -2.65390 0.23107
H 3.36518 -1.83100 -0.11333
*
```